No. 1
Here is 7 unconnected molecules or ions with the total composition C18H54ClO28P6 in a non-equilibrium geometry from the Open Molecules 2025 dataset. Energies are from ωB97M-V with the def2-TZVPD basis set.

Geometry (Å):
Cl: -16.176 16.681 21.075
O: -15.226 15.608 20.830
O: -17.476 16.308 20.562
O: -16.264 16.917 22.493
O: -15.726 17.875 20.396
C: -17.613 20.604 23.188
O: -19.007 20.889 23.380
P: -19.831 20.075 24.467
O: -19.245 20.039 25.797
O: -21.236 20.774 24.381
C: -21.927 20.817 23.124
O: -20.118 18.671 23.802
C: -19.106 17.629 23.906
H: -17.488 19.831 22.432
H: -17.128 20.285 24.112
H: -17.135 21.538 22.902
H: -22.746 20.100 23.149
H: -21.260 20.574 22.301
H: -22.335 21.817 22.993
H: -18.129 18.086 24.057
H: -19.090 17.119 22.949
H: -19.314 16.994 24.759
C: -18.019 11.922 18.552
O: -19.139 11.969 17.650
P: -19.071 13.053 16.510
O: -17.823 13.089 15.754
O: -20.365 12.686 15.693
C: -20.388 12.982 14.295
O: -19.485 14.433 17.165
C: -18.468 15.151 17.879
H: -17.821 10.877 18.782
H: -18.193 12.458 19.483
H: -17.123 12.273 18.041
H: -19.593 13.659 13.993
H: -21.360 13.417 14.065
H: -20.293 12.053 13.732
H: -17.565 15.265 17.272
H: -18.220 14.690 18.828
H: -18.805 16.170 18.055
C: -16.782 13.439 23.372
O: -16.636 13.598 24.790
P: -17.776 14.312 25.615
O: -19.115 14.304 25.029
O: -17.653 13.567 27.022
C: -18.803 12.971 27.616
O: -17.235 15.756 25.929
C: -15.890 15.972 26.339
H: -15.855 13.734 22.883
H: -17.600 14.021 22.956
H: -16.918 12.380 23.141
H: -19.639 12.903 26.924
H: -19.092 13.540 28.498
H: -18.539 11.956 27.920
H: -15.842 16.148 27.413
H: -15.485 16.814 25.782
H: -15.235 15.125 26.117
C: -14.144 11.804 16.250
O: -13.327 11.024 17.141
P: -13.970 10.515 18.498
O: -15.369 10.125 18.391
O: -13.008 9.346 18.871
C: -11.657 9.580 19.263
O: -13.599 11.605 19.573
C: -14.513 12.646 19.978
H: -13.599 12.697 15.950
H: -15.083 12.132 16.697
H: -14.362 11.190 15.380
H: -11.368 10.623 19.142
H: -11.011 8.936 18.669
H: -11.529 9.327 20.317
H: -15.530 12.432 19.653
H: -14.234 13.609 19.558
H: -14.478 12.685 21.061
C: -14.100 20.586 20.560
O: -12.704 20.709 20.293
P: -11.680 20.337 21.442
O: -11.788 21.134 22.657
O: -10.306 20.434 20.663
C: -9.892 21.674 20.110
O: -11.832 18.790 21.691
C: -11.738 17.865 20.612
H: -14.681 21.467 20.284
H: -14.331 20.325 21.592
H: -14.501 19.797 19.923
H: -9.994 21.649 19.023
H: -8.849 21.861 20.358
H: -10.490 22.504 20.493
H: -12.127 18.286 19.682
H: -12.323 16.984 20.857
H: -10.697 17.592 20.430
C: -17.061 19.259 17.589
O: -16.322 20.425 17.926
P: -16.393 21.691 17.018
O: -15.985 21.558 15.621
O: -15.512 22.646 17.911
C: -15.657 24.059 17.858
O: -17.866 22.267 17.183
C: -18.755 22.322 16.064
H: -16.424 18.530 17.090
H: -17.855 19.463 16.857
H: -17.534 18.839 18.471
H: -14.709 24.496 17.555
H: -15.963 24.439 18.832
H: -16.430 24.361 17.148
H: -19.210 21.350 15.894
H: -18.236 22.689 15.181
H: -19.540 23.037 16.308

**Electronic energy**: -145137.1516 eV
**LUMO energy**: 2.154 eV
**HOMO-LUMO gap**: 0.3521 Eh
**Largest force on an atom**: 1.4 eV/A
**M**: 939.9 g/mol
**Total charge**: -1

Atomic partial charges in e from the Löwdin method, atoms 1 to 4: 0.642 -0.379 -0.373 -0.361


No. 2
Here is a molecular structure, C18H54F9HfO18 in a non-equilibrium geometry from the Open Molecules 2025 dataset. Energies are from ωB97M-V with the def2-TZVPD basis set.

Geometry (Å):
Hf: 11.675 13.439 12.805
C: 10.660 12.701 9.755
O: 11.394 11.453 9.932
O: 10.654 13.353 10.950
C: 11.355 13.557 8.610
F: 10.519 14.559 8.333
F: 12.516 13.985 9.129
F: 11.598 12.843 7.497
C: 10.741 10.343 9.477
C: 11.761 9.217 9.621
H: 11.932 8.806 10.632
H: 11.445 8.367 9.045
H: 12.692 9.552 9.173
H: 10.360 10.456 8.426
H: 9.855 10.201 10.127
H: 9.607 12.495 9.378
C: 14.776 12.782 12.274
O: 15.373 13.929 12.936
O: 13.511 13.273 11.934
C: 15.713 12.627 10.956
F: 15.262 11.872 9.977
F: 16.000 13.854 10.383
F: 16.875 12.011 11.378
C: 16.644 13.811 13.709
C: 17.822 14.397 13.019
H: 18.721 14.073 13.535
H: 17.902 14.106 11.977
H: 17.843 15.477 13.139
H: 16.871 12.720 13.844
H: 16.399 14.249 14.663
H: 14.879 11.901 12.958
C: 12.093 11.886 15.520
O: 11.012 12.295 16.317
O: 12.283 12.879 14.597
C: 13.364 11.841 16.414
F: 13.081 10.993 17.464
F: 14.396 11.394 15.725
F: 13.815 13.061 16.875
C: 9.837 11.435 16.432
C: 9.132 11.759 17.763
H: 9.868 11.541 18.578
H: 8.667 12.775 17.804
H: 8.272 11.066 17.696
H: 10.137 10.386 16.501
H: 9.099 11.687 15.656
H: 11.906 10.887 15.006
O: 9.099 16.716 10.654
H: 8.273 16.938 10.170
H: 9.728 16.451 10.002
O: 11.483 11.279 12.727
H: 11.121 11.168 11.813
H: 10.890 10.753 13.291
O: 14.118 15.690 15.345
H: 14.659 16.229 14.742
H: 14.706 15.037 15.728
O: 10.102 14.909 15.564
H: 10.549 14.070 15.673
H: 9.917 15.123 16.496
O: 15.639 17.506 13.596
H: 15.986 18.364 13.866
H: 15.704 17.508 12.624
O: 9.465 12.906 13.710
H: 8.897 13.676 13.675
H: 8.911 12.112 13.470
O: 12.268 16.257 10.419
H: 13.210 16.077 10.254
H: 11.835 16.149 9.605
O: 10.142 18.520 12.785
H: 10.171 19.463 12.608
H: 9.886 18.054 11.937
O: 10.155 15.258 12.869
H: 10.084 15.793 13.668
H: 9.680 15.719 12.164
O: 12.500 15.330 13.451
H: 13.305 15.336 14.118
H: 12.693 16.106 12.889
C: 11.782 6.153 13.660
C: 12.003 7.295 14.597
C: 13.392 7.331 15.275
O: 11.979 8.507 13.759
H: 10.778 6.223 13.183
H: 11.860 5.224 14.182
H: 12.504 6.192 12.806
H: 11.190 7.359 15.329
H: 13.524 8.206 15.899
H: 14.155 7.385 14.508
H: 13.523 6.441 15.912
H: 12.854 8.548 13.362
C: 7.298 8.642 13.515
C: 8.614 8.883 12.840
C: 8.728 8.291 11.471
O: 8.924 10.292 12.779
H: 6.608 9.230 12.908
H: 7.262 9.077 14.493
H: 7.028 7.595 13.595
H: 9.415 8.487 13.412
H: 9.759 8.338 11.077
H: 8.076 8.779 10.734
H: 8.464 7.222 11.533
H: 8.440 10.687 12.039

**Electronic energy**: -82162.3160 eV
**LUMO energy**: -2.207 eV
**HOMO-LUMO gap**: 0.3615 Eh
**Largest force on an atom**: 3.2 eV/A
**M**: 908.1 g/mol
**Total charge**: +1

Atomic partial charges in e from the Löwdin method, atoms 1 to 4: 1.772 -0.332 -0.128 -0.249


No. 3
Here is a molecular structure, C18H54N8O11V in a non-equilibrium geometry from the Open Molecules 2025 dataset. Energies are from ωB97M-V with the def2-TZVPD basis set.

Geometry (Å):
O: 0.458 0.463 1.615
V: 0.026 0.499 0.060
O: -0.685 -0.906 -0.270
C: 3.716 1.119 2.550
O: 3.287 1.783 1.598
N: 4.790 1.527 3.285
N: 3.012 0.100 3.097
H: 5.135 1.083 4.115
H: 5.344 2.264 2.885
H: 3.482 -0.557 3.694
H: 2.143 -0.190 2.665
C: 0.752 3.765 0.239
O: 0.491 2.645 -0.228
N: -0.106 4.820 0.079
N: 1.918 4.067 0.833
H: 0.255 5.722 0.343
H: -0.821 4.821 -0.624
H: 2.124 5.003 1.134
H: 2.477 3.296 1.194
C: 2.922 0.139 -1.402
O: 1.915 -0.117 -0.724
N: 3.187 -0.521 -2.555
N: 3.783 1.138 -1.098
H: 2.536 -1.191 -2.945
H: 4.073 -0.344 -2.991
H: 4.425 1.471 -1.792
H: 3.616 1.613 -0.218
C: -0.920 1.517 -3.113
O: -0.286 0.993 -2.188
N: -0.350 2.429 -3.939
N: -2.240 1.279 -3.292
H: 0.630 2.609 -3.832
H: -0.885 2.762 -4.719
H: -2.698 1.746 -4.054
H: -2.732 0.563 -2.761
C: 1.708 2.902 5.683
C: 0.560 2.163 5.002
O: 0.277 2.757 3.728
H: 2.509 2.980 4.944
H: 2.044 2.321 6.545
H: 1.428 3.896 6.021
H: -0.352 2.352 5.575
H: 0.749 1.095 4.910
H: 0.630 2.192 3.034
C: 0.924 -4.631 1.719
C: 1.845 -3.413 1.671
C: 2.341 -3.120 0.284
O: 1.235 -2.265 2.260
H: 1.484 -5.504 1.378
H: 0.078 -4.438 1.058
H: 0.639 -4.900 2.737
H: 2.696 -3.659 2.327
H: 3.192 -2.443 0.289
H: 1.525 -2.758 -0.345
H: 2.670 -4.040 -0.205
H: 0.923 -2.462 3.147
C: -2.582 0.203 2.404
C: -3.023 1.365 1.545
C: -3.193 2.660 2.315
O: -1.980 1.581 0.559
H: -3.237 0.120 3.272
H: -1.604 0.462 2.817
H: -2.480 -0.739 1.871
H: -3.997 1.156 1.089
H: -2.248 2.945 2.790
H: -3.994 2.649 3.050
H: -3.372 3.499 1.631
H: -2.241 2.330 0.013
C: 0.208 -2.370 -5.801
C: 0.476 -2.120 -4.329
C: -0.605 -2.725 -3.458
O: 1.799 -2.523 -3.956
H: -0.648 -1.749 -6.078
H: -0.020 -3.413 -6.029
H: 1.035 -2.055 -6.437
H: 0.470 -1.042 -4.145
H: -0.499 -2.623 -2.380
H: -0.856 -3.753 -3.746
H: -1.542 -2.224 -3.734
H: 1.875 -3.482 -3.981
C: -4.082 -2.611 -0.359
C: -4.000 -2.119 -1.804
C: -5.347 -1.747 -2.352
O: -3.137 -0.969 -1.853
H: -4.346 -1.830 0.354
H: -3.079 -2.963 -0.089
H: -4.755 -3.465 -0.281
H: -3.494 -2.928 -2.343
H: -5.757 -0.883 -1.816
H: -6.056 -2.564 -2.415
H: -5.238 -1.265 -3.333
H: -2.329 -1.243 -1.389

**Electronic energy**: -79674.5615 eV
**LUMO energy**: -2.522 eV
**HOMO-LUMO gap**: 0.3406 Eh
**Largest force on an atom**: 2.0 eV/A
**M**: 609.6 g/mol
**Total charge**: +1

Atomic partial charges in e from the Löwdin method, atoms 1 to 4: -0.310 0.968 -0.313 -0.604


No. 4
Here is 9 unconnected molecules or ions with the total composition C18H54O12 in a non-equilibrium geometry from the Open Molecules 2025 dataset. Energies are from ωB97M-V with the def2-TZVPD basis set.

Geometry (Å):
C: 0.652 -0.751 -1.066
C: -0.329 0.178 -0.587
C: -0.114 0.703 0.827
O: -0.356 1.306 -1.421
H: 0.863 -0.673 -2.132
H: 0.450 -1.812 -0.919
H: 1.650 -0.561 -0.672
H: -1.328 -0.253 -0.533
H: -0.463 1.726 0.966
H: 0.875 0.544 1.257
H: -0.822 0.173 1.465
H: -0.871 1.972 -0.959
C: 4.419 -5.690 -3.865
C: 5.151 -6.829 -4.637
C: 5.542 -7.937 -3.673
O: 4.183 -7.285 -5.513
H: 5.131 -5.340 -3.117
H: 3.478 -5.913 -3.363
H: 4.206 -4.816 -4.480
H: 6.005 -6.536 -5.247
H: 6.280 -7.516 -2.990
H: 6.031 -8.794 -4.137
H: 4.763 -8.412 -3.077
H: 4.696 -7.573 -6.272
C: 2.872 5.940 5.435
C: 2.485 4.584 4.828
C: 1.235 3.931 5.468
O: 2.005 4.827 3.520
H: 1.980 6.562 5.353
H: 3.735 6.337 4.901
H: 3.076 6.039 6.501
H: 3.336 3.914 4.947
H: 0.392 4.603 5.309
H: 1.365 3.803 6.542
H: 1.046 2.928 5.084
H: 2.733 5.098 2.955
C: -4.776 -1.211 -4.389
C: -3.598 -2.193 -4.258
C: -3.956 -3.118 -3.119
O: -3.388 -2.924 -5.458
H: -4.826 -0.707 -5.354
H: -4.648 -0.420 -3.649
H: -5.797 -1.569 -4.253
H: -2.611 -1.805 -4.004
H: -4.828 -3.719 -3.376
H: -4.130 -2.491 -2.245
H: -3.211 -3.868 -2.852
H: -2.599 -3.446 -5.294
O: -6.334 2.080 4.852
C: -5.284 1.464 4.182
C: -5.141 2.008 2.775
O: -4.576 3.328 2.795
H: -7.170 1.937 4.402
H: -4.308 1.514 4.665
H: -5.499 0.398 4.107
H: -6.025 2.150 2.154
H: -4.440 1.449 2.154
H: -4.854 3.625 3.665
O: -3.475 -3.364 5.441
C: -2.244 -3.342 4.771
C: -2.474 -3.638 3.228
O: -1.263 -4.017 2.700
H: -3.366 -3.886 6.239
H: -1.669 -2.422 4.880
H: -1.702 -4.195 5.180
H: -2.919 -2.733 2.813
H: -3.123 -4.489 3.022
H: -0.558 -3.486 3.076
O: 2.905 3.431 -3.176
C: 3.691 3.944 -2.109
C: 3.105 5.219 -1.562
O: 3.882 5.756 -0.494
H: 2.104 3.047 -2.811
H: 3.563 3.160 -1.362
H: 4.700 4.043 -2.508
H: 2.107 5.081 -1.145
H: 3.053 6.002 -2.318
H: 3.622 6.666 -0.332
O: 4.355 0.403 -6.097
H: 3.966 1.005 -5.462
H: 3.816 0.499 -6.881
O: -2.060 5.274 -0.102
H: -2.648 4.969 0.589
H: -1.725 6.111 0.219

**SMILES string**: CC(C)O.CC(C)O.CC(C)O.CC(C)O.OCCO.OCCO.OCCO.O.O
**Electronic energy**: -44107.1041 eV
**LUMO energy**: 0.202 eV
**HOMO-LUMO gap**: 0.3733 Eh
**Largest force on an atom**: 3.6 eV/A
**M**: 462.6 g/mol

Atomic partial charges in e from the Löwdin method, atoms 1 to 4: -0.067 -0.538 -0.041 -0.042